No. 1
Density functional theory data (ωB97M-V with the def2-TZVPD basis set) for a molecular structure, C36H73CuF6N2O16 in a non-equilibrium geometry.

The value obtained for the largest force on an atom is 5.105 eV/A. Its HOMO-LUMO gap (alpha / beta) is 6.78 / 5.55 eV. Its charge is +1. As for the multiplicity: 2. As for the HOMO energy (alpha / beta): -10.55 / -10.55 eV. Its total energy is -135179.2527 eV. Its relative energy (zero: lowest compared OMol25 entry of this formula, charge and spin) is 0.0 kJ/mol.

Atoms and positions in Å:
Cu1 3.5987 -0.0281 4.1025
C1 -1.5116 -0.1670 4.2137
O1 -1.6511 0.7088 3.0851
O2 -0.1253 -0.3473 4.4557
C2 -2.3624 0.4985 5.3550
F1 -1.9855 1.7818 5.3689
F2 -3.6515 0.4732 5.0903
F3 -2.0503 0.0330 6.6100
C3 -2.3969 0.4048 1.9271
C4 -2.6129 1.7193 1.2504
H1 -3.1180 2.3382 1.9920
H2 -1.6345 2.1553 1.0490
H3 -3.1290 1.7298 0.2904
H4 -3.3550 -0.1102 1.9969
H5 -1.7228 -0.2300 1.3520
H6 -1.9258 -1.1295 3.9136
C5 -1.2101 -5.0891 7.1148
C6 -1.7283 -6.4628 6.7905
N1 -2.1372 -7.5265 6.5889
H7 -0.9319 -5.0131 8.1659
H8 -2.0603 -4.4152 7.0090
H9 -0.3491 -4.6850 6.5823
C7 -4.7857 5.2571 4.8828
C8 -5.0575 4.9953 6.2999
N2 -5.3566 4.7452 7.4146
H10 -4.8929 4.4117 4.2031
H11 -3.7219 5.4900 4.8348
H12 -5.3412 6.1723 4.6782
C9 0.9875 9.1462 -9.2426
O3 1.2623 7.7506 -8.9689
C10 1.0131 6.7828 -9.9809
C11 0.8252 5.4050 -9.2822
O4 -0.2897 5.4632 -8.3623
C12 -0.4976 4.3236 -7.5984
C13 -1.9071 4.1232 -7.0142
O5 -2.4168 5.1777 -6.2463
C14 -1.6035 5.7192 -5.2173
H13 1.1661 9.5498 -10.2392
H14 1.4861 9.7494 -8.4839
H15 -0.0658 9.3818 -9.0905
H16 2.0072 6.7842 -10.4280
H17 0.2664 7.1097 -10.7045
H18 1.8049 5.2812 -8.8208
H19 0.6699 4.7313 -10.1249
H20 0.2763 4.4113 -6.8358
H21 -0.0889 3.4786 -8.1526
H22 -1.9937 3.2693 -6.3423
H23 -2.6203 4.0415 -7.8344
H24 -0.9408 6.4735 -5.6414
H25 -1.1612 5.0364 -4.4919
H26 -2.2557 6.3963 -4.6657
C15 1.1716 6.2458 1.4028
O6 0.9937 4.9369 1.8861
C16 1.6471 4.7875 3.1660
C17 3.0771 4.3018 3.0545
O7 3.0591 2.9924 2.4551
C18 3.4483 3.1417 1.1156
C19 3.3158 1.8307 0.3313
O8 4.0553 0.8968 1.0020
C20 4.7401 -0.0764 0.1666
H27 2.1952 6.4788 1.1096
H28 0.8734 7.0384 2.0891
H29 0.6439 6.3316 0.4529
H30 1.0969 4.0159 3.7046
H31 1.7254 5.7048 3.7496
H32 3.5284 4.2984 4.0467
H33 3.5569 5.1299 2.5329
H34 4.5060 3.3949 1.1887
H35 2.9117 3.9844 0.6797
H36 3.4679 2.0462 -0.7264
H37 2.2722 1.5380 0.4468
H38 4.0790 -0.6478 -0.4851
H39 5.2725 -0.7932 0.7918
H40 5.5353 0.4049 -0.4027
C21 -4.5440 -5.7658 1.4339
O9 -5.0986 -6.4019 0.3382
C22 -4.0697 -7.0846 -0.3599
C23 -4.5147 -7.7359 -1.6268
O10 -3.6369 -8.6660 -2.2480
C24 -4.0225 -9.2622 -3.4677
C25 -4.2259 -8.3005 -4.5922
O11 -3.0182 -7.6872 -4.9011
C26 -3.2126 -6.8117 -6.0263
H41 -3.8395 -5.0259 1.0540
H42 -4.0305 -6.4898 2.0664
H43 -5.2577 -5.2328 2.0621
H44 -3.6247 -7.8635 0.2593
H45 -3.2390 -6.4037 -0.5454
H46 -4.8108 -6.9017 -2.2627
H47 -5.4266 -8.2685 -1.3568
H48 -4.8976 -9.8848 -3.2817
H49 -3.2583 -10.0204 -3.6392
H50 -4.9781 -7.5460 -4.3619
H51 -4.5537 -8.7706 -5.5194
H52 -2.4425 -6.1062 -6.3383
H53 -4.0095 -6.0893 -5.8497
H54 -3.4376 -7.3575 -6.9426
C27 2.7426 1.3641 7.4175
O12 3.8818 0.9262 6.6031
C28 5.0417 0.6649 7.3859
C29 5.0370 -0.8180 7.5908
O13 4.6333 -1.4942 6.3700
C30 4.4902 -2.9201 6.3990
C31 4.4708 -3.5061 4.9498
O14 3.7297 -2.5252 4.1024
C32 2.8606 -3.2068 3.1995
H55 2.0005 1.8686 6.7986
H56 3.0457 2.2177 8.0239
H57 2.2514 0.6112 8.0340
H58 5.1817 1.2960 8.2635
H59 5.8521 0.8816 6.6899
H60 4.3480 -1.0779 8.3944
H61 6.0443 -1.1995 7.7576
H62 3.5346 -3.1167 6.8853
H63 5.3931 -3.2417 6.9181
H64 4.4357 -4.5926 4.8712
H65 5.4826 -3.3378 4.5809
H66 2.3740 -4.0755 3.6430
H67 3.4150 -3.5132 2.3125
H68 2.1129 -2.4998 2.8402
C33 2.0245 -1.3477 -5.7524
C34 1.3064 -0.7320 -4.6553
O15 0.0330 -1.3991 -4.4351
C35 -0.2142 -2.1479 -3.3143
O16 0.5788 -2.3150 -2.3721
C36 -1.6110 -2.6837 -3.2578
F4 -1.4607 -3.9869 -3.2051
F5 -2.3091 -2.2820 -2.1950
F6 -2.2752 -2.3386 -4.3862
H69 1.4486 -1.9791 -6.4291
H70 2.8207 -2.0096 -5.4120
H71 2.5126 -0.6319 -6.4139
H72 1.0192 0.2981 -4.8664
H73 2.0273 -0.7521 -3.8379

Mulliken atomic charge list, values in e, 5 entries:
1 Cu 0.931
2 C -0.134
3 O -0.241
4 O -0.271
5 C 0.709


No. 2
Density functional theory data (ωB97M-V with the def2-TZVPD basis set) for a molecular structure, C36H73F5N5O15S3 in a non-equilibrium geometry.

The value obtained for the largest force on an atom is 2.787 eV/A. Its HOMO-LUMO gap is 8.32 eV. Its charge is -1. As for the HOMO energy: -6.53 eV. Its total energy is -122766.0657 eV.

Atoms and positions in Å:
C1 -0.7637 -4.4561 2.4107
C2 -0.9972 -3.1690 1.6100
C3 -0.9071 -3.3560 0.0886
S1 0.6198 -4.0406 -0.5576
O1 0.2934 -4.4354 -1.9053
O2 1.0703 -5.1816 0.1997
N1 1.7881 -2.8973 -0.6760
S2 2.0638 -2.1116 0.6669
O3 1.2602 -0.9149 0.7446
O4 2.1545 -2.8865 1.8703
S3 4.0785 -1.3623 0.3419
O5 4.2366 -0.8880 -0.9947
O6 4.9806 -2.3815 0.7743
C4 4.2963 0.0432 1.5819
F1 3.5881 -0.2047 2.6792
F2 5.5960 0.0681 1.9312
C5 3.9905 1.4352 0.9767
F3 3.9903 2.3437 1.9725
F4 4.9062 1.7844 0.0754
F5 2.8040 1.4993 0.3804
O7 -2.3709 -2.7961 1.8623
C6 -2.4833 -1.8297 2.8757
C7 -2.5051 -0.4164 2.2936
C8 -2.7416 -0.2629 0.9451
C9 -2.7477 0.9924 0.3965
C10 -2.5064 2.1032 1.1642
C11 -2.2778 1.9656 2.5093
C12 -2.2945 0.7053 3.0491
H1 -1.4001 -5.2718 2.0618
H2 -1.0289 -4.2299 3.4522
H3 0.2888 -4.7360 2.4199
H4 -0.3060 -2.4213 1.9979
H5 -1.0121 -2.3577 -0.3505
H6 -1.7974 -3.9170 -0.2439
H7 -3.3772 -2.0242 3.4796
H8 -1.6367 -1.8813 3.5769
H9 -2.9416 -1.0958 0.2844
H10 -2.9471 1.1480 -0.6587
H11 -2.4904 3.0909 0.7148
H12 -2.0752 2.7980 3.1721
H13 -2.1320 0.5921 4.1195
C13 -8.6036 -6.2124 -1.9401
O8 -8.0629 -7.0005 -0.8969
C14 -7.3762 -8.1665 -1.3356
C15 -5.8724 -8.0297 -1.1851
N2 -5.3171 -7.0743 -2.1341
C16 -3.9415 -6.6518 -1.8522
C17 -3.6297 -6.0022 -0.5051
O9 -4.1776 -4.7028 -0.3357
C18 -5.5426 -4.6713 0.0204
H14 -9.2970 -5.5009 -1.4926
H15 -7.8255 -5.6414 -2.4576
H16 -9.1518 -6.8246 -2.6619
H17 -7.6530 -8.4305 -2.3618
H18 -7.7106 -8.9836 -0.6893
H19 -5.4074 -9.0073 -1.3482
H20 -5.6803 -7.7336 -0.1461
H21 -5.9020 -6.2510 -2.1542
H22 -3.6733 -5.9327 -2.6293
H23 -3.2838 -7.5168 -1.9824
H24 -2.5458 -5.8720 -0.4628
H25 -3.8848 -6.6449 0.3464
H26 -5.8166 -5.4995 0.6797
H27 -6.1789 -4.6745 -0.8697
H28 -5.7296 -3.7348 0.5474
C19 5.6108 5.3045 2.1524
O10 6.2627 4.5303 3.1416
C20 6.8833 3.3463 2.6486
C21 8.3942 3.4806 2.6240
N3 8.8391 4.4184 1.5993
C22 10.2326 4.8428 1.7162
C23 10.6938 5.5160 3.0099
O11 10.1735 6.8180 3.2260
C24 8.8519 6.8606 3.7344
H29 4.9820 6.0319 2.6653
H30 6.3262 5.8569 1.5327
H31 4.9774 4.6860 1.5131
H32 6.4900 3.0639 1.6696
H33 6.6214 2.5451 3.3442
H34 8.8373 2.4993 2.4289
H35 8.7030 3.7979 3.6285
H36 8.2543 5.2419 1.6291
H37 10.4119 5.5471 0.8997
H38 10.8731 3.9746 1.5290
H39 11.7767 5.6466 2.9283
H40 10.5337 4.8869 3.8932
H41 8.6500 6.0403 4.4269
H42 8.1217 6.8524 2.9217
H43 8.7283 7.8024 4.2708
C25 -12.0380 -8.8844 -3.7413
O12 -11.8084 -7.4886 -3.7159
C26 -12.1779 -6.8108 -4.9112
C27 -13.4394 -5.9890 -4.7243
N4 -14.6183 -6.8325 -4.5690
C28 -15.8090 -6.1415 -4.0743
C29 -15.7384 -5.4153 -2.7303
O13 -15.6379 -6.2608 -1.6000
C30 -14.3424 -6.7639 -1.3306
H44 -11.5052 -9.3205 -2.8970
H45 -13.1006 -9.1228 -3.6259
H46 -11.6611 -9.3357 -4.6630
H47 -12.2708 -7.5048 -5.7524
H48 -11.3579 -6.1265 -5.1459
H49 -13.5753 -5.3404 -5.5952
H50 -13.2765 -5.3489 -3.8484
H51 -14.4033 -7.5864 -3.9317
H52 -16.5954 -6.8966 -3.9950
H53 -16.1332 -5.4278 -4.8390
H54 -16.6858 -4.8832 -2.6105
H55 -14.9575 -4.6458 -2.7067
H56 -13.5608 -6.0385 -1.5706
H57 -14.1657 -7.6966 -1.8722
H58 -14.2848 -6.9909 -0.2662
C31 10.4322 11.6775 -2.5658
O14 10.8968 12.2694 -1.3681
C32 9.9569 12.2539 -0.2993
C33 10.3357 11.2480 0.7717
N5 10.1722 9.8764 0.3101
C34 10.8063 8.8597 1.1576
C35 12.3081 8.9519 1.4154
O15 13.1288 8.6741 0.2922
C36 13.2806 9.7379 -0.6256
H59 11.1218 11.9587 -3.3611
H60 10.4222 10.5847 -2.5010
H61 9.4329 12.0356 -2.8279
H62 8.9390 12.0852 -0.6647
H63 9.9795 13.2522 0.1470
H64 9.7029 11.4076 1.6506
H65 11.3732 11.4626 1.0590
H66 10.5540 9.7951 -0.6220
H67 10.6150 7.8967 0.6810
H68 10.2913 8.8412 2.1165
H69 12.5466 8.1767 2.1476
H70 12.5998 9.9024 1.8791
H71 13.3057 10.7110 -0.1277
H72 12.4857 9.7229 -1.3760
H73 14.2254 9.5965 -1.1514

Mulliken atomic charge list, values in e, 5 entries:
1 C -1.659
2 C 0.647
3 C -0.666
4 S 1.407
5 O -0.749


No. 3
Density functional theory data (ωB97M-V with the def2-TZVPD basis set) for 5 unconnected molecules or ions with the total composition C36H73F7N4O10S in a non-equilibrium geometry.

The value obtained for the largest force on an atom is 5.067 eV/A. Its HOMO-LUMO gap is 9.20 eV. The SMILES is CC(=O)OCCCCCCCC[C@H]1[C@H](C[C@H]2CO2)CS(=O)(=O)O[C@H]1C(F)(F)C(F)(F)C(F)(F)F.COC[C@@H](C)N.COC[C@@H](C)N.COC[C@@H](C)N.COC[C@@H](C)N. As for the HOMO energy: -8.98 eV. Its total energy is -94802.9776 eV.

Atoms and positions in Å:
C1 -5.2014 0.2421 0.8765
C2 -4.9050 -0.5945 -0.3603
O1 -4.7351 -1.7596 -0.2345
O2 -4.8820 -0.0399 -1.6169
C3 -3.4897 0.2165 -1.9546
C4 -2.9439 -0.8402 -2.9400
C5 -1.4469 -0.5857 -3.2870
C6 -0.4986 -1.7658 -2.8395
C7 0.3209 -1.2613 -1.6113
C8 1.6382 -2.0503 -1.3727
C9 2.0493 -1.9763 0.1378
C10 3.1777 -0.9603 0.4495
C11 2.6955 0.5325 0.5301
C12 2.0389 0.7149 1.9547
C13 0.5455 0.4727 2.1450
C14 -0.4267 1.4583 1.3729
C15 0.2665 2.6208 0.5482
O3 -0.4304 1.3463 -0.0315
C16 2.4672 1.9984 2.7334
S1 4.2860 2.1887 2.7225
O4 4.6380 3.5640 2.5317
O5 4.7754 1.6923 3.9682
O6 4.7616 1.3252 1.4409
C17 3.8204 1.5492 0.3603
C18 4.6499 1.5791 -0.9336
F1 5.2419 0.4346 -1.3158
F2 5.7206 2.3959 -0.6406
C19 3.9859 2.2154 -2.1833
F3 4.8093 2.0299 -3.2179
F4 2.8359 1.5552 -2.4634
C20 3.6410 3.7237 -2.1343
F5 2.6550 4.0255 -1.2825
F6 3.1835 4.0392 -3.3578
F7 4.6526 4.5329 -1.8954
H1 -6.1737 0.7564 0.8200
H2 -4.4415 1.0151 1.0728
H3 -5.2294 -0.4277 1.7433
H4 -2.8820 0.1333 -1.0354
H5 -3.4032 1.2320 -2.3670
H6 -3.5196 -0.7598 -3.8781
H7 -3.1260 -1.8212 -2.4772
H8 -1.3445 -0.4854 -4.3780
H9 -1.1505 0.3774 -2.8382
H10 0.1441 -2.0312 -3.6888
H11 -1.1651 -2.5771 -2.5176
H12 0.6220 -0.2242 -1.8224
H13 -0.3657 -1.3085 -0.7511
H14 1.4993 -3.1194 -1.6048
H15 2.4239 -1.6367 -2.0227
H16 2.4650 -2.9680 0.3954
H17 1.1424 -1.8677 0.7445
H18 3.7439 -1.2463 1.3519
H19 3.8942 -1.1170 -0.3750
H20 1.9442 0.5859 -0.2763
H21 2.5325 -0.0706 2.5642
H22 0.2826 0.7808 3.1782
H23 0.1405 -0.5383 2.0341
H24 -1.3744 1.7193 1.8685
H25 1.0968 2.4691 -0.1359
H26 -0.5812 3.2297 0.2129
H27 2.0868 1.9171 3.7589
H28 2.0975 2.9409 2.3062
H29 3.4585 2.5936 0.4537
C21 11.2125 2.2586 1.1972
O7 9.8410 2.1337 0.8706
C22 9.0974 3.3391 0.9472
C23 9.2315 4.2534 -0.2824
C24 10.5518 5.0162 -0.3384
N1 9.0606 3.5082 -1.5343
H30 11.3795 3.0021 1.9819
H31 11.7993 2.5083 0.3104
H32 11.5591 1.2895 1.5586
H33 8.0511 3.0293 1.0214
H34 9.3297 3.8768 1.8753
H35 8.4314 4.9973 -0.2202
H36 11.3827 4.3876 -0.6594
H37 10.4820 5.8376 -1.0529
H38 10.8020 5.4423 0.6360
H39 8.1347 3.0872 -1.5381
H40 9.6889 2.7083 -1.4989
C25 -11.3965 -2.1752 1.5199
O8 -10.1605 -1.8267 2.1176
C26 -9.0579 -1.7885 1.2282
C27 -8.9415 -0.4937 0.4075
C28 -9.9340 -0.4083 -0.7477
N2 -9.0894 0.6974 1.2523
H41 -11.2692 -2.9015 0.7121
H42 -11.9103 -1.2857 1.1494
H43 -12.0258 -2.6212 2.2909
H44 -8.1707 -1.8625 1.8644
H45 -9.0522 -2.6754 0.5821
H46 -7.9384 -0.4760 -0.0291
H47 -10.9414 -0.1593 -0.4137
H48 -9.6306 0.3714 -1.4476
H49 -9.9790 -1.3506 -1.2980
H50 -8.3579 0.6913 1.9592
H51 -9.9450 0.5827 1.7913
C29 4.4769 -2.5733 7.8782
O9 3.1111 -2.6386 7.5045
C30 2.3987 -1.4213 7.6348
C31 2.5954 -0.4377 6.4700
C32 3.9372 0.2903 6.5005
N3 2.4418 -1.1033 5.1669
H52 4.6395 -1.8850 8.7121
H53 5.0964 -2.2861 7.0265
H54 4.7856 -3.5724 8.1879
H55 1.3422 -1.7062 7.6594
H56 2.6163 -0.9477 8.6003
H57 1.8128 0.3238 6.5538
H58 4.7632 -0.3373 6.1668
H59 3.9099 1.1494 5.8397
H60 4.1656 0.6496 7.5072
H61 1.5054 -1.4977 5.1102
H62 3.0481 -1.9209 5.1710
C33 -5.2788 -4.2865 -5.0419
O10 -4.7384 -4.0430 -6.3290
C34 -5.6816 -4.0672 -7.3852
C35 -6.4842 -2.7665 -7.5569
C36 -7.5844 -2.5830 -6.5159
N4 -5.6148 -1.5851 -7.5406
H63 -6.1046 -5.0030 -5.0730
H64 -5.6053 -3.3509 -4.5831
H65 -4.4864 -4.6999 -4.4169
H66 -5.0932 -4.2199 -8.2948
H67 -6.3431 -4.9383 -7.2919
H68 -6.9708 -2.8142 -8.5360
H69 -7.1938 -2.2670 -5.5484
H70 -8.2854 -1.8130 -6.8410
H71 -8.1482 -3.5077 -6.3716
H72 -4.9475 -1.6576 -8.3045
H73 -5.0348 -1.6473 -6.7064

Mulliken atomic charge list, values in e, 5 entries:
1 C -0.891
2 C 0.928
3 O -0.568
4 O -0.389
5 C -0.651